# 1
# C20H24N2O

One molecule with the formula C20H24N2O in a non-equilibrium geometry (ωB97M-V/def2-TZVPD, the OMol25 dataset).

```
47
Properties=species:S:1:pos:R:3:nbo_charge:R:1
C -6.9829 -1.0393 -1.2185 -0.595
C -6.6922 0.5466 -1.0950 -0.404
C -6.2792 0.6791 0.3458 -0.235
N -4.9655 0.1369 0.5811 -0.641
C -3.8116 1.0748 0.1022 0.709
O -3.9248 2.2760 -0.0689 -0.576
C -2.4440 0.2900 0.2744 -0.145
C -1.5045 0.9940 -0.5052 -0.155
C -0.3228 0.2606 -0.6163 -0.175
C 0.0318 -1.1036 0.2110 0.003
C 1.3108 -1.6624 0.3963 -0.280
N 2.5320 -0.5520 0.0700 -0.418
C 2.5730 0.2627 1.3947 -0.213
C 3.4058 1.4014 0.7582 -0.419
C 4.6105 1.0416 0.3617 0.070
C 5.8141 1.9149 0.1604 -0.195
C 6.9286 1.4367 -0.3260 -0.176
C 7.0820 0.2730 -1.2533 -0.226
C 6.0871 -0.7302 -0.9249 -0.195
C 4.8318 -0.5263 -0.3130 -0.027
C 3.7132 -1.1490 -0.2296 -0.234
C -0.9949 -1.2724 1.1880 -0.189
C -2.2650 -0.7612 1.0001 -0.218
H -7.4764 -1.4915 -0.5107 0.184
H -7.3873 -1.2772 -2.2601 0.204
H -5.9908 -1.6584 -1.3003 0.179
H -7.7662 0.9206 -1.1443 0.198
H -6.1912 0.7003 -2.0019 0.227
H -6.2115 1.7074 0.4575 0.214
H -6.9395 0.3976 1.0230 0.196
H -4.8526 -0.7772 0.4816 0.371
H -1.7652 1.7225 -0.9187 0.187
H 0.6668 0.4339 -0.9835 0.232
H 1.3542 -2.2605 -0.5156 0.230
H 1.3552 -2.0788 1.3330 0.214
H 3.1162 -0.3053 1.9468 0.171
H 1.6196 0.5787 1.8776 0.227
H 2.8526 1.9316 0.1283 0.234
H 3.7104 2.2483 1.7443 0.162
H 5.7214 2.6735 0.4845 0.147
H 7.8629 2.1015 -0.5508 0.205
H 7.9649 -0.2551 -1.6111 0.223
H 6.0831 -1.6451 -1.3629 0.187
H 3.8675 -2.1103 0.6741 0.092
H 3.5823 -1.8724 -1.0805 0.224
H -0.8088 -2.3536 1.8733 0.193
H -3.1007 -1.1226 1.9231 0.235
```

Calculated values
Frontier orbital gap = 0.28683 hartree
E_tot = -26140.67526 eV
LUMO level = 0.20 eV
SMILES = CCCNC(=O)c1ccc(CN2CCc3ccccc3C2)cc1
F_max = 19.84 eV/Å
Relative energy (zero: lowest compared OMol25 entry of this formula, charge and spin) = 408.1 kcal/mol

# 2
# C5H12N3

C5H12N3 as an isolated structure in a non-equilibrium geometry (ωB97M-V/def2-TZVPD, the OMol25 dataset).

```
20
Properties=species:S:1:pos:R:3:nbo_charge:R:1
C 0.9330 1.3680 0.4297 -0.223
C -0.0679 0.5698 1.2429 -0.249
C 1.1677 -0.2981 -1.2849 0.292
C -0.4866 -1.0192 -0.5781 0.083
C -2.3817 -0.0423 0.6790 -0.434
N 1.7424 0.5443 -0.3779 -0.623
N -0.9741 -0.2002 0.3483 -0.319
N 1.9005 -1.3240 -1.8086 -0.787
H 0.2402 1.9534 -0.2489 0.192
H 1.6302 2.0691 0.9814 0.259
H 0.5285 -0.0660 1.9369 0.230
H -0.5412 1.2274 1.8443 0.228
H 0.3494 0.2601 -1.9032 0.212
H -1.3950 -1.4886 -1.0270 0.198
H -3.0711 -0.6169 -0.0429 0.236
H -2.5600 -0.3997 1.6891 0.233
H -2.6755 1.0207 0.6946 0.233
H 2.7885 0.4926 -0.2772 0.436
H 1.5024 -1.7234 -2.6102 0.406
H 2.3771 -1.8510 -1.1693 0.396
```

Calculated values
Frontier orbital gap = 0.33601 hartree
E_tot = -9840.83922 eV
Charge = +1
LUMO level = -3.97 eV
F_max = 3.93 eV/Å
Relative energy (zero: lowest compared OMol25 entry of this formula, charge and spin) = 77.8 kcal/mol

# 3
# CH4N2O2S

One molecule with the formula CH4N2O2S in a non-equilibrium geometry (ωB97M-V/def2-TZVPD, the OMol25 dataset).

```
10
Properties=species:S:1:pos:R:3:nbo_charge:R:1
C -0.0092 0.6098 0.0902 0.373
N 0.2446 -0.4801 -0.5807 -0.726
N -0.0852 0.5770 1.7393 -0.855
O 0.3904 1.2011 4.2039 -0.948
O 1.3277 2.7308 2.5347 -0.953
S 0.1432 2.0984 3.0928 1.694
H -0.1182 1.5916 -0.3233 0.220
H 0.3706 -0.4680 -1.5823 0.416
H 0.3477 -1.3636 -0.0974 0.423
H 0.0695 -0.3685 2.0689 0.356
```

Calculated values
Frontier orbital gap = 0.31593 hartree
E_tot = -19009.51643 eV
LUMO level = -0.24 eV
F_max = 8.78 eV/Å
Relative energy (zero: lowest compared OMol25 entry of this formula, charge and spin) = 55.5 kcal/mol

# 4
# C29H41CrF5P2

C29H41CrF5P2 as an isolated structure in a non-equilibrium geometry (ωB97M-V/def2-TZVPD, the OMol25 dataset).

```
78
Properties=species:S:1:pos:R:3:mulliken_charge:R:1
Cr -0.7179 0.9003 -1.3050 -0.573
C -0.7829 -2.5587 2.4358 0.530
C 0.5009 -2.5727 1.8234 0.768
C 0.5971 -1.1862 3.6574 0.532
C -0.7132 -1.7236 3.5805 0.816
C 1.3516 -1.7137 2.5757 0.689
C -1.9962 -3.2490 1.9527 -1.267
H -1.7367 -4.0812 1.2853 0.393
H -2.6565 -2.5617 1.3902 -0.096
H -2.5892 -3.6519 2.7888 0.411
C -1.8108 -1.5055 4.5458 -1.819
H -2.0288 -2.4288 5.1052 0.371
H -2.7423 -1.2019 4.0476 0.306
H -1.5397 -0.7304 5.2701 0.366
C 1.0943 -0.2670 4.6965 -1.303
H 0.7043 -0.5434 5.6869 0.406
H 0.7788 0.7714 4.4994 0.079
H 2.1914 -0.2817 4.7406 0.371
C 2.7714 -1.3907 2.3179 -2.019
H 3.3570 -1.4729 3.2455 0.538
H 2.8970 -0.3521 1.9721 0.448
H 3.2078 -2.0606 1.5684 0.356
C 0.8752 -3.4142 0.6682 -1.596
H 0.7766 -4.4915 0.9010 0.417
H 1.9181 -3.2456 0.3565 0.251
H 0.2277 -3.2282 -0.2065 0.206
C -1.3976 1.5019 -2.9472 0.313
C -1.9823 0.1509 -2.7419 -0.966
C -1.2874 -0.9843 -3.5131 -0.843
C 0.0144 -1.4200 -2.8009 -0.794
C 0.3738 -0.5548 -1.5975 1.862
C 1.3966 0.6178 -1.8168 0.282
C 1.0630 1.8841 -2.6824 -0.604
C -0.1024 1.7219 -3.6929 -1.738
H -1.0879 -0.6949 -4.5625 0.380
H 0.8436 -1.4961 -3.5370 0.277
H -1.9540 -1.8450 -3.6297 0.018
H 0.1304 0.9436 -4.4440 0.288
H -2.0911 2.3501 -2.9035 0.576
H -3.0671 0.1608 -2.9719 1.018
H -0.2037 2.6456 -4.2814 0.536
H 0.8456 2.7453 -2.0192 0.347
H 2.1297 0.1213 -2.4799 0.627
H 1.9914 2.1593 -3.2207 0.591
H -0.1450 -2.4584 -2.4287 0.348
H 0.6401 -1.1622 -0.7223 -1.287
P -3.3401 -0.8950 -1.0295 0.875
C -4.8553 0.1227 -1.0966 -1.353
C -3.8805 -2.4233 -1.8634 -1.156
P 4.2906 1.0851 -0.6193 0.164
C 2.3547 0.9665 -0.5755 0.076
C 4.7022 0.2306 -2.2121 -0.937
C 4.4047 2.8144 -1.2407 -0.926
H -4.8172 0.7909 -0.2213 0.329
H -5.7268 -0.5398 -1.0197 0.476
H -4.8940 0.7316 -2.0110 0.410
H -3.5421 -2.4813 -2.9072 0.394
H -4.9758 -2.4804 -1.8094 0.454
H -3.4266 -3.2480 -1.2876 0.300
H 4.5619 2.7944 -2.3284 0.246
H 5.2788 3.2770 -0.7561 0.377
H 3.5021 3.3939 -1.0012 0.238
H 1.9868 1.9037 -0.1105 0.247
H 2.1844 0.1591 0.1586 -1.040
H 5.6710 -0.2740 -2.0658 0.380
H 4.8045 0.9648 -3.0224 0.311
H 3.9485 -0.5173 -2.4706 0.279
F -1.9040 0.5924 1.8868 -0.298
C -1.3027 1.8022 1.6739 0.943
C -0.9182 2.1805 0.3865 -0.817
C -0.4891 3.5002 0.2565 0.500
F -0.3079 4.0768 -0.9810 -0.449
C -0.2776 4.3459 1.3446 0.392
F 0.2274 5.5797 1.1493 -0.305
C -0.5503 3.9038 2.6373 0.600
F -0.2718 4.6771 3.7087 -0.287
C -1.0996 2.6324 2.7854 0.105
F -1.3828 2.1881 4.0353 -0.342
```

Calculated values
Frontier orbital gap (alpha / beta) = 0.16574 / 0.16915 hartree
E_tot = -91309.68951 eV
Charge = +1
2S+1 = 4
LUMO level (alpha / beta) = -4.73 / -4.56 eV
F_max = 4.49 eV/Å
Relative energy (zero: lowest compared OMol25 entry of this formula, charge and spin) = 26.6 kcal/mol

# 5
# C60H60I2O4S

C60H60I2O4S as an isolated structure in a non-equilibrium geometry (ωB97M-V/def2-TZVPD, the OMol25 dataset).

```
127
Properties=species:S:1:pos:R:3:mulliken_charge:R:1
C 5.3207 1.9589 -0.0828 -0.643
C 4.4950 3.2054 0.5847 -0.438
I 5.7546 4.9077 1.2930 0.007
C 2.9815 3.2667 0.7320 -0.320
I 2.2577 5.1316 1.5987 0.137
C 2.1764 1.9784 0.1955 0.542
O 2.2986 2.1300 -1.2944 -0.444
S 0.7851 2.8018 -1.7836 0.755
O 0.4094 4.2095 -1.2515 -0.474
O 0.3416 2.4365 -3.2538 -0.338
O -0.1682 1.7219 -0.8732 -0.216
C 0.6193 1.6532 0.4052 0.771
C -0.3431 2.3399 1.5184 -0.324
C -1.9097 2.0403 1.0063 0.542
C -2.7128 3.3088 0.2879 -0.664
C -4.2318 3.2464 -0.3218 -0.550
C -4.9977 1.7737 -0.2146 -0.213
C -4.2066 0.5208 0.5013 -0.443
C -2.6706 0.5958 1.1270 -0.281
H 4.6894 1.2358 -0.7496 0.046
H 6.1272 2.4483 -0.8165 0.362
H 5.9691 1.3739 0.7293 0.265
H 2.7718 0.9846 0.4877 0.520
H 0.6300 0.5101 0.7575 -0.686
H -0.2941 3.5017 1.6155 0.090
H -0.1976 1.7989 2.5473 0.282
H -2.1248 4.3301 0.2274 0.353
H -4.7395 4.1977 -0.8288 0.316
H -6.0840 1.7119 -0.6786 0.185
H -4.7986 -0.5103 0.5354 0.255
H -2.1481 -0.3419 1.5955 0.289
C 0.7560 -1.2349 4.9009 -0.688
C 1.1403 -1.0282 3.5764 -0.066
C 0.7045 -1.8999 2.5789 -0.462
C -0.1245 -2.9737 2.9049 -0.534
C -0.5118 -3.1782 4.2290 -0.745
C -0.0684 -2.3118 5.2278 -0.388
H 1.0986 -0.5572 5.6785 0.404
H 1.7806 -0.1875 3.3214 0.544
H 1.0095 -1.7425 1.5479 0.505
H -0.4682 -3.6503 2.1270 0.576
H -1.1591 -4.0141 4.4827 0.481
H -0.3658 -2.4745 6.2600 0.409
C -2.5484 5.8684 3.8530 -0.519
C -3.5366 5.2550 3.0835 0.149
C -4.8726 5.6226 3.2410 -0.558
C -5.2196 6.6116 4.1619 -0.343
C -4.2309 7.2275 4.9287 -0.429
C -2.8959 6.8533 4.7778 -0.396
H -1.5077 5.5792 3.7325 0.396
H -3.2654 4.4893 2.3611 0.285
H -5.6431 5.1398 2.6460 0.400
H -6.2601 6.9017 4.2812 0.357
H -4.5013 7.9994 5.6451 0.348
H -2.1266 7.3295 5.3793 0.357
C 6.1524 2.0682 3.8112 -0.108
C 7.4959 2.4163 3.9476 -0.294
C 8.3827 1.5434 4.5774 -0.455
C 7.9274 0.3170 5.0623 -0.361
C 6.5847 -0.0326 4.9225 -0.468
C 5.6959 0.8443 4.3010 -0.464
H 5.4608 2.7502 3.3234 0.359
H 7.8519 3.3690 3.5636 0.259
H 9.4281 1.8178 4.6895 0.359
H 8.6194 -0.3654 5.5487 0.355
H 6.2304 -0.9891 5.2990 0.368
H 4.6488 0.5740 4.1972 0.487
C -8.9285 -0.9125 -0.9873 -0.387
C -10.2746 -0.5958 -0.8073 -0.371
C -10.8056 0.5535 -1.3923 -0.367
C -9.9919 1.3814 -2.1661 -0.388
C -8.6466 1.0626 -2.3491 -0.416
C -8.1134 -0.0817 -1.7565 -0.361
H -8.5142 -1.8064 -0.5285 0.353
H -10.9102 -1.2447 -0.2100 0.350
H -11.8529 0.8036 -1.2463 0.349
H -10.4067 2.2745 -2.6261 0.350
H -8.0131 1.7071 -2.9536 0.394
H -7.0641 -0.3268 -1.8948 0.501
C 3.9827 -1.1537 -4.8669 -0.213
C 2.9945 -1.7670 -5.6364 -0.743
C 1.6585 -1.3994 -5.4789 -0.396
C 1.3115 -0.4105 -4.5580 -0.506
C 2.3002 0.2055 -3.7912 0.312
C 3.6352 -0.1687 -3.9421 -0.588
H 5.0234 -1.4429 -4.9874 0.395
H 3.2657 -2.5328 -6.3588 0.373
H 0.8880 -1.8822 -6.0739 0.453
H 0.2710 -0.1204 -4.4387 0.566
H 2.0298 0.9773 -3.0748 0.145
H 4.4045 0.3075 -3.3406 0.336
C 1.1264 -8.4449 2.8253 -0.530
C 1.4252 -7.2263 2.2167 -0.219
C 1.4414 -6.0541 2.9720 -0.390
C 1.1682 -6.1021 4.3393 -0.329
C 0.8731 -7.3213 4.9486 -0.571
C 0.8478 -8.4922 4.1914 -0.314
H 1.1106 -9.3578 2.2357 0.358
H 1.6449 -7.1900 1.1526 0.357
H 1.6677 -5.1038 2.4961 0.458
H 1.1856 -5.1894 4.9290 0.472
H 0.6618 -7.3587 6.0145 0.357
H 0.6124 -9.4411 4.6654 0.362
C -2.2286 2.9082 -8.0375 -0.397
C -2.3818 3.3811 -6.7346 -0.405
C -1.4089 3.1075 -5.7737 -0.335
C -0.2769 2.3686 -6.1186 -0.161
C -0.1220 1.8988 -7.4225 -0.531
C -1.0994 2.1645 -8.3811 -0.415
H -2.9887 3.1187 -8.7853 0.349
H -3.2606 3.9628 -6.4677 0.366
H -1.5318 3.4705 -4.7569 0.345
H 0.4838 2.1594 -5.3711 0.467
H 0.7611 1.3243 -7.6915 0.405
H -0.9810 1.7937 -9.3954 0.357
C 3.1006 -6.0365 -1.6430 -0.268
C 3.3044 -4.8526 -2.3513 -0.622
C 3.1557 -4.8341 -3.7378 0.172
C 2.7931 -5.9984 -4.4155 -0.515
C 2.5856 -7.1814 -3.7068 -0.347
C 2.7435 -7.2021 -2.3213 -0.455
H 3.2200 -6.0513 -0.5629 0.395
H 3.5803 -3.9438 -1.8223 0.401
H 3.3211 -3.9130 -4.2901 0.155
H 2.6723 -5.9830 -5.4955 0.362
H 2.3014 -8.0883 -4.2349 0.356
H 2.5871 -8.1252 -1.7701 0.363
```

Calculated values
Frontier orbital gap = 0.28495 hartree
E_tot = -98404.82513 eV
LUMO level = -0.73 eV
F_max = 7.02 eV/Å
Relative energy (zero: lowest compared OMol25 entry of this formula, charge and spin) = 304.9 kcal/mol

# 6
# C23H41F5LaOP2Te

C23H41F5LaOP2Te as an isolated structure in a non-equilibrium geometry (ωB97M-V/def2-TZVPD, the OMol25 dataset).

```
74
Properties=species:S:1:pos:R:3:mulliken_charge:R:1
La -2.1137 1.0411 -1.8144 1.984
C -2.2345 -1.4889 3.3657 0.683
C -1.9589 -0.1170 3.6391 0.416
C -4.2028 -0.3154 3.1583 0.644
C -3.6207 -1.6058 3.0816 0.333
C -3.1759 0.6078 3.5010 0.417
C -1.2488 -2.5863 3.4273 -1.158
H -0.5714 -2.6045 2.5566 -0.022
H -1.7609 -3.5557 3.4641 0.416
H -0.6188 -2.4894 4.3284 0.307
C -4.3464 -2.8503 2.7358 -1.533
H -3.7884 -3.7331 3.0601 0.413
H -4.5054 -2.9307 1.6540 0.214
H -5.3322 -2.8583 3.2145 0.340
C -5.5896 0.0194 2.8137 -1.456
H -6.2917 -0.7290 3.2146 0.398
H -5.7235 0.0587 1.7181 0.219
H -5.8712 1.0022 3.2179 0.404
C -3.3533 2.0654 3.6140 -1.651
H -3.9655 2.3347 4.4905 0.349
H -3.8612 2.4637 2.7232 0.344
H -2.3810 2.5560 3.7149 0.369
C -0.6397 0.4460 3.9753 -1.279
H -0.7543 1.4029 4.4954 0.483
H -0.0358 0.6306 3.0698 0.019
H -0.0713 -0.2391 4.6234 0.347
C 1.5348 -2.6960 -0.9813 -1.111
C 1.3849 -2.6479 0.3503 -0.771
C 1.5997 -1.3872 1.1571 -0.354
C 2.8784 -0.5854 0.7835 -1.346
C 2.7854 0.5695 -0.1351 -1.351
C 1.5257 0.9298 -0.7799 1.232
C 0.8479 -0.2989 -1.4594 -1.355
C 1.7921 -1.4760 -1.8028 -0.562
H 1.7042 -1.6562 2.2228 0.580
H 3.6471 -1.2982 0.4433 0.235
H 0.7083 -0.7429 1.1066 -0.036
H 2.8733 -1.1563 -1.6798 -0.362
H 1.4957 -3.6427 -1.5436 0.448
H 1.0665 -3.5293 0.9061 0.507
H 1.6480 -1.7308 -2.8654 0.733
H 0.0158 -0.6344 -0.8174 0.527
H 0.7837 1.3424 -0.0419 0.865
H 0.3691 -0.0243 -2.4285 0.711
H 3.2885 -0.1858 1.7247 0.674
H 3.4165 1.4239 0.1497 0.385
P 3.6554 0.2951 -2.6211 1.064
C 4.4066 -0.5140 -4.0601 -1.311
C 5.1133 0.9855 -1.7652 -1.408
P 1.5052 2.3293 -2.0617 1.353
C 2.6338 1.6336 -3.3165 -1.421
C 2.3955 3.6918 -1.2972 -1.407
C 0.0445 2.9279 -2.9267 -1.577
H 3.7408 -0.4380 -4.9278 0.428
H 4.5942 -1.5696 -3.8220 0.378
H 5.3598 -0.0152 -4.2666 0.455
H 5.9100 1.1124 -2.5073 0.444
H 5.4288 0.2483 -1.0128 0.391
H 4.8978 1.9413 -1.2718 0.301
H 0.3689 3.7148 -3.6321 0.469
H -0.6701 3.3987 -2.2286 0.471
H -0.4404 2.1549 -3.5672 0.450
H 2.0534 1.2294 -4.1648 0.537
H 3.3206 2.4088 -3.6966 0.612
H 1.6618 4.4497 -1.0011 0.485
H 3.0969 4.1400 -2.0081 0.426
H 2.9454 3.3687 -0.4070 0.344
F -0.9869 1.7198 -0.0402 -0.757
Te -2.9940 -2.0506 -3.3108 1.504
F -4.1649 -2.2486 -4.8956 -0.490
F -3.7988 -0.2001 -3.3521 -0.577
F -1.7163 -1.5448 -4.6413 -0.435
F -3.8518 0.9093 -0.5430 -0.605
O -1.8581 -1.1767 -2.0063 -0.775
```

Calculated values
Frontier orbital gap (alpha / beta) = 0.16937 / 0.16554 hartree
E_tot = -66874.03688 eV
Charge = +1
LUMO level (alpha / beta) = -3.88 / -3.88 eV
F_max = 3.66 eV/Å
Relative energy (zero: lowest compared OMol25 entry of this formula, charge and spin) = 67.1 kcal/mol